73
Properties=species:S:1:pos:R:3:forces:R:3:mulliken_charge:R:1 method="wB97M-V/def2-TZVPD" homo_lumo_gap_ev="7.0 / 7.0" energy_ha=-3745.9236 homo_energy_ev="-8.16 / -8.12" charge=0 relative_energy_kcal_mol=16.1 multiplicity=2 s_squared=0.755
Co -0.2276 -0.1302 -0.0833 0.180 -0.496 0.130 1.1064
O -6.7887 2.1058 -3.7886 0.009 0.030 0.022 -0.4930
C -6.1997 0.9780 -3.3320 0.220 0.244 0.118 0.6031
O -6.6450 -0.0866 -3.6286 -0.107 -0.342 -0.048 -0.5256
C -4.9956 1.1380 -2.4400 -0.160 0.058 -0.036 0.4231
C -4.1488 0.0494 -2.3079 0.008 -0.161 0.039 -0.9590
C -3.0485 0.1163 -1.4710 -0.057 0.100 0.194 1.1977
C -2.7944 1.2570 -0.7278 0.082 -0.142 0.150 0.5067
C -3.6365 2.3542 -0.8630 0.099 0.269 0.132 -1.0909
C -4.7238 2.2954 -1.7194 0.027 0.119 0.057 -1.2977
N -1.6247 1.2319 0.1131 -0.851 -1.627 -2.199 1.0130
C -1.3746 2.1250 0.9262 0.633 1.939 1.986 0.1155
C -0.0959 2.1053 1.6863 -0.814 0.321 -0.180 0.1992
C 0.2632 3.1448 2.5072 0.016 0.583 0.332 -0.8096
C 1.5120 3.1097 3.1191 -0.255 0.259 0.070 -0.4549
C 2.3266 2.0258 2.8961 0.199 -0.325 -0.060 -0.7621
C 1.8592 1.0039 2.0721 0.210 -0.086 0.090 -0.2163
N 0.6767 1.0515 1.4884 0.273 -0.557 -0.283 0.0910
H -6.2658 2.8811 -3.5623 0.063 0.058 -0.002 0.2907
H -4.3659 -0.8392 -2.8883 0.035 0.069 0.046 0.5340
H -2.3696 -0.7207 -1.3859 -0.121 0.383 0.272 -0.6136
H -3.4458 3.2744 -0.3234 -0.053 -0.035 -0.056 0.2789
H -5.3638 3.1687 -1.7921 0.009 -0.047 0.037 0.2952
H -2.0652 2.9494 1.0942 0.120 0.090 0.143 0.2848
H -0.4196 3.9759 2.6564 0.139 -0.057 -0.020 0.4493
H 1.8390 3.9209 3.7573 -0.049 -0.009 -0.028 0.4230
H 3.3097 1.9598 3.3481 -0.105 -0.032 -0.077 0.4146
H 2.4560 0.1201 1.8734 -0.005 0.074 -0.014 0.5001
C 2.5607 -3.2850 -0.0636 0.059 -0.031 0.007 -1.9688
C 1.3107 -2.5248 0.2927 -0.135 -0.362 0.140 1.1500
O 1.0967 -1.4950 -0.3622 0.144 0.433 -0.215 -0.7816
C 0.4298 -3.0171 1.3221 0.033 0.060 0.115 1.0017
C 0.7803 -4.1808 2.0496 0.064 0.034 -0.087 -0.8795
C -0.0515 -4.7224 2.9856 -0.140 -0.068 0.116 -0.9138
C -1.3046 -4.1107 3.2156 0.062 -0.098 0.007 -0.5442
C -1.6770 -2.9805 2.5437 -0.072 -0.038 0.056 -0.8812
C -0.8113 -2.3644 1.5971 0.247 -0.101 -0.022 0.0575
O -1.1949 -1.2651 1.0551 -0.399 0.099 -0.076 -0.0356
H 3.0638 -2.7625 -0.8714 0.003 0.015 -0.033 0.3419
H 2.3223 -4.3033 -0.3779 0.057 0.099 0.053 0.3247
H 3.2292 -3.3451 0.7990 -0.037 -0.017 -0.055 0.4784
H 1.7383 -4.6530 1.8585 -0.105 0.036 0.010 0.3045
H 0.2400 -5.6088 3.5371 -0.052 0.080 -0.045 0.4048
H -1.9834 -4.5461 3.9428 0.053 0.044 -0.051 0.4296
H -2.6344 -2.5016 2.7242 0.112 -0.045 -0.021 0.4814
C -0.2090 -5.6906 -1.0215 -0.088 0.070 -0.073 -1.6103
C -0.4251 -4.4530 -1.8560 0.033 -0.093 0.026 0.7208
C -1.5758 -3.6814 -1.7016 -0.025 -0.007 0.047 -0.5331
C -1.8086 -2.5833 -2.5134 -0.020 -0.222 -0.163 -0.0109
C -0.8714 -2.2479 -3.4816 0.025 -0.394 0.022 -0.7847
C 0.2913 -2.9899 -3.6456 -0.080 0.049 0.040 -0.4327
C 0.5047 -4.0886 -2.8292 -0.012 -0.022 0.054 -0.5230
S -1.1554 -0.8523 -4.5028 0.061 0.290 -0.031 1.3350
O -2.5682 -0.6970 -4.7265 0.071 0.002 -0.143 -0.6248
O -0.2712 -0.9218 -5.6374 -0.113 0.002 0.033 -0.7680
N -0.6908 0.2906 -3.4160 0.057 0.100 -0.942 0.1401
C -0.5155 1.6669 -3.9520 -0.229 -0.352 0.349 -1.1051
C -0.1831 2.6257 -2.8089 0.011 -0.026 0.122 0.0310
C 0.8900 2.0873 -1.8563 0.552 0.405 0.000 0.3854
O 1.9004 2.7485 -1.6288 -0.662 -0.306 0.049 -0.7432
O 0.6593 0.9005 -1.4028 0.674 0.130 0.246 -0.4520
H -0.8560 -5.6969 -0.1441 0.064 0.036 0.011 0.2896
H 0.8285 -5.7714 -0.6921 -0.072 -0.036 0.011 0.3134
H -0.4348 -6.5841 -1.6086 0.018 0.017 0.002 0.4401
H -2.3028 -3.9510 -0.9432 0.031 0.003 -0.007 0.3190
H -2.7149 -1.9922 -2.4142 0.258 -0.637 -0.297 0.7523
H 1.0020 -2.7065 -4.4131 -0.056 -0.022 0.044 0.5228
H 1.4055 -4.6807 -2.9531 -0.034 0.008 -0.014 0.4257
H 0.1561 -0.0331 -2.9449 -0.162 0.235 0.028 0.2385
H -1.4612 1.9439 -4.4173 -0.008 0.076 -0.025 0.4609
H 0.2586 1.7209 -4.7182 0.101 -0.196 -0.025 0.4044
H -1.0915 2.8220 -2.2288 0.077 -0.015 -0.015 -0.0518
H 0.1884 3.5641 -3.2116 -0.112 0.088 -0.060 0.3868

=====

19
Properties=species:S:1:pos:R:3:forces:R:3:nbo_charge:R:1 method="wB97M-V/def2-TZVPD" homo_lumo_gap_ev=11.9 energy_ha=-620.7866 homo_energy_ev=-15.19 charge=+1 relative_energy_kcal_mol=20.0
Na -0.2843 0.0405 0.4592 0.917 0.084 -0.033 0.9274
O 2.0154 -0.2387 -0.5400 -0.256 -0.596 -0.930 -0.9504
H 2.8740 0.1659 -0.5642 0.707 0.567 0.539 0.4809
H 2.0350 -0.6605 -1.4167 -0.436 -0.097 0.432 0.4788
O -2.2829 -0.6809 1.1902 0.817 -0.248 1.330 -0.9355
H -2.1561 -1.4594 0.6686 0.429 -1.218 -0.080 0.4768
H -2.8426 -0.2309 0.6076 -1.843 1.647 -0.994 0.4693
O -0.6116 0.9577 -1.6098 1.175 0.727 0.904 -0.9506
H -1.2657 0.8663 -2.2484 -2.363 -1.199 -1.776 0.4747
H -0.3715 1.8482 -1.8736 0.927 0.439 0.630 0.4886
O 1.0243 2.3912 0.3465 0.561 -0.311 -0.341 -0.9484
H 0.3516 3.0419 0.4462 -1.119 0.826 0.524 0.4723
H 1.6697 2.9018 -0.1558 0.395 -0.357 0.020 0.4849
O -0.7443 -1.9858 -0.7387 0.033 0.200 -0.049 -0.9556
H -1.2826 -2.7649 -0.7479 -0.440 -1.138 0.629 0.4866
H -0.6572 -1.8916 -1.6795 0.493 0.610 -0.895 0.4847
O 0.7120 -0.9927 2.3036 0.044 0.037 -0.773 -0.9460
H 0.2794 -0.7646 3.1072 -1.101 -0.071 1.175 0.4804
H 1.5372 -0.5434 2.4454 1.061 0.099 -0.311 0.4812

=====

Values for strongest force on any atom, eV Å⁻¹, ordered as above
2.9 3.2